C38H34N2O4P2Pd | wB97M-V/def2-TZVPD

The gap between HOMO and LUMO (spin up / spin down) comes out at 7.19 / 4.32 eV. As for the spin multiplicity: 5. The calculation puts the total energy at -73140.658 eV. The net charge is +4. Its max |F| is 0.015 Eh/bohr.

Each line ends with the Mulliken spin population.
Positions of all 81 atoms, in Å:
Pd (-1.1023, -0.1191, 0.6443)  -0.0121
O (1.3342, 1.2964, -0.7594)  0.2213
C (2.6148, 1.0461, -0.5680)  0.1038
C (3.6126, 1.3688, -1.5255)  0.0674
C (4.9119, 1.0439, -1.2449)  0.0408
C (5.2307, 0.4105, -0.0290)  0.2198
C (4.2273, 0.0826, 0.9147)  0.1308
C (2.9125, 0.3690, 0.6547)  0.1922
P (1.6131, 0.1389, 1.9294)  0.2565
C (1.8121, 1.5049, 3.0357)  0.1100
C (2.3810, 1.3490, 4.3102)  0.0541
C (2.5722, 2.4671, 5.1023)  -0.0007
C (2.1932, 3.7257, 4.6461)  0.0525
C (1.6198, 3.8819, 3.3846)  -0.0055
C (1.4261, 2.7789, 2.5802)  0.0490
C (1.7523, -1.4324, 2.6862)  0.1201
C (1.0979, -1.6279, 3.9227)  0.0628
C (1.1696, -2.8591, 4.5406)  -0.0227
C (1.8529, -3.9077, 3.9260)  0.1035
C (2.4546, -3.7358, 2.6779)  -0.0131
C (2.3911, -2.5122, 2.0465)  0.0445
C (0.7691, 2.3404, -1.4763)  -0.0006
C (1.4392, 3.5391, -1.6680)  0.0785
C (0.7720, 4.5825, -2.2971)  -0.0139
C (-0.5463, 4.4274, -2.6928)  0.0552
C (-1.2119, 3.2209, -2.4685)  -0.0085
C (-0.5693, 2.1487, -1.8666)  0.0578
P (-1.4096, 0.5517, -1.5995)  -0.0661
C (-3.1547, 0.7440, -1.9570)  0.0999
C (-3.6107, 1.0035, -3.2636)  0.0443
C (-4.9570, 1.2137, -3.4940)  -0.0136
C (-5.8588, 1.1532, -2.4357)  0.0382
C (-5.4163, 0.8747, -1.1452)  0.0224
C (-4.0724, 0.6548, -0.9041)  -0.0249
C (-0.8723, -0.4800, -3.0035)  0.3277
C (-0.8906, -1.9120, -2.8493)  -0.0014
C (-0.5851, -2.7189, -3.9038)  0.0804
C (-0.2625, -2.1360, -5.1519)  0.2229
C (-0.2281, -0.7107, -5.3163)  0.1802
C (-0.5144, 0.0954, -4.2555)  -0.0422
H (3.3400, 1.8262, -2.4673)  -0.0031
H (5.6942, 1.2609, -1.9605)  0.0070
H (6.2623, 0.1587, 0.1867)  -0.0054
H (4.5141, -0.3815, 1.8506)  0.0082
H (2.7073, 0.3807, 4.6635)  0.0006
H (3.0234, 2.3586, 6.0795)  0.0015
H (2.3516, 4.5926, 5.2737)  0.0005
H (1.3170, 4.8635, 3.0465)  0.0002
H (0.9632, 2.9009, 1.6060)  -0.0018
H (0.5590, -0.8166, 4.3969)  0.0013
H (0.7034, -3.0077, 5.5055)  0.0008
H (1.9116, -4.8697, 4.4192)  0.0014
H (2.9796, -4.5598, 2.2137)  0.0003
H (2.8586, -2.3843, 1.0783)  0.0025
H (2.4399, 3.6853, -1.2810)  -0.0039
H (1.2781, 5.5269, -2.4486)  0.0013
H (-1.0704, 5.2488, -3.1630)  -0.0003
H (-2.2507, 3.1308, -2.7587)  0.0090
H (-2.9257, 1.0426, -4.0998)  0.0006
H (-5.3078, 1.4218, -4.4959)  0.0007
H (-6.9131, 1.3144, -2.6184)  -0.0002
H (-6.1248, 0.8322, -0.3291)  0.0012
H (-3.7436, 0.4212, 0.1003)  -0.0047
H (-1.1457, -2.3201, -1.8790)  0.0267
H (-0.5921, -3.7960, -3.8061)  0.0043
H (-0.0350, -2.7706, -6.0009)  -0.0096
H (0.0145, -0.2943, -6.2855)  0.0034
H (-0.4840, 1.1713, -4.3724)  -0.0030
C (-2.7922, -5.2803, 0.9787)  -0.0002
N (-1.8949, -4.2220, 0.4979)  0.0001
C (-1.8573, -2.9656, 0.9191)  -0.0044
N (-2.7320, -2.5545, 1.8538)  -0.0001
O (-0.9894, -2.1698, 0.4059)  -0.0173
H (-2.9135, -6.0101, 0.1839)  -0.0001
H (-3.7798, -4.8788, 1.1958)  0.0000
H (-2.3855, -5.7749, 1.8590)  0.0001
H (-1.1876, -4.4730, -0.1727)  0.0002
H (-3.3368, -3.2181, 2.3121)  0.0000
H (-2.5328, -1.7184, 2.3743)  -0.0029
O (-1.4506, 0.8687, 2.5171)  0.6519
O (-1.3704, 1.5980, 1.4942)  0.5221